[1]
This record from OMol25 describes C40H32BrN6O6W as an isolated structure. The level of theory is the ωB97M-V functional and the def2-TZVPD basis.

Geometry as XYZ:
```
86
Properties=species:S:1:pos:R:3
W -1.03 -0.69 -1.25
C -4.95 0.40 -2.46
C -3.80 0.59 -1.48
O -2.74 -0.29 -1.92
C -3.24 1.99 -1.57
C -1.96 2.29 -1.37
C -1.43 3.69 -1.44
N -1.01 1.27 -1.12
N 0.30 1.71 -1.07
C 1.05 0.89 -1.74
O 0.48 -0.14 -2.37
C 2.50 1.06 -1.86
C 3.27 0.00 -2.34
C 4.65 0.14 -2.43
C 5.25 1.33 -2.04
C 4.48 2.38 -1.55
C 3.10 2.24 -1.45
H -5.31 -0.62 -2.42
H -4.62 0.63 -3.47
H -5.77 1.07 -2.19
H -3.94 2.79 -1.79
H -2.26 4.37 -1.62
H -0.70 3.80 -2.25
H -0.93 3.97 -0.52
H 2.79 -0.92 -2.64
H 5.25 -0.67 -2.80
H 6.32 1.44 -2.11
H 4.95 3.30 -1.23
H 2.50 3.05 -1.05
Br -0.87 -0.34 -5.02
C -1.09 -2.05 -4.26
C -1.12 -3.14 -5.13
C -1.41 -4.39 -4.62
C -1.70 -4.52 -3.26
C -1.64 -3.39 -2.48
N -1.30 -2.18 -2.96
C -2.03 -3.44 -1.02
O -2.34 -4.46 -0.47
O -2.04 -2.24 -0.47
H -0.93 -2.98 -6.18
H -1.43 -5.25 -5.27
H -1.98 -5.46 -2.81
C 3.82 4.44 2.26
O 3.99 3.15 1.68
C 3.75 2.07 2.46
C 3.32 2.14 3.78
C 3.11 0.96 4.49
C 3.27 -0.27 3.88
C 3.75 -0.33 2.57
C 3.99 0.83 1.87
N 3.01 -1.42 4.70
N 2.36 -2.39 4.28
C 1.79 -2.37 2.97
C 2.18 -3.32 2.06
C 1.74 -3.28 0.73
C 0.84 -2.32 0.33
O 0.44 -2.10 -0.92
C 0.36 -1.41 1.29
N -0.51 -0.47 0.81
C -1.01 0.44 1.65
C -0.67 0.44 3.00
C 0.23 -0.47 3.49
C 0.80 -1.42 2.62
H 4.08 5.15 1.48
H 4.49 4.58 3.11
H 2.79 4.60 2.57
H 3.17 3.09 4.27
H 2.81 1.00 5.53
H 3.95 -1.28 2.10
H 4.37 0.80 0.86
H 2.90 -4.06 2.36
H 2.10 -4.00 0.01
H -1.70 1.16 1.24
H -1.13 1.18 3.65
H 0.50 -0.47 4.54
C -5.09 -0.46 2.51
C -5.05 -1.42 1.50
C -4.64 -1.07 0.23
C -4.24 0.23 -0.06
C -4.30 1.19 0.95
C -4.73 0.84 2.23
H -5.42 -0.74 3.50
H -5.33 -2.44 1.71
H -4.61 -1.82 -0.55
H -4.03 2.22 0.74
H -4.79 1.60 3.00
```

Net charge: +1
Max |F|, eV/Å: 0.4
Orbital gap, eV: 5.6
E_LUMO, eV: -4.82
ΔE to the lowest compared entry with this formula, charge and spin, kcal per mole: 2.4


[2]
This record from OMol25 describes C40H32CaN8O3S3 as an isolated structure at a distorted geometry. The level of theory is the ωB97M-V functional and the def2-TZVPD basis.

Geometry as XYZ:
```
87
Properties=species:S:1:pos:R:3
Ca 0.35 -0.77 -0.87
C -1.23 1.42 -5.18
C -0.86 0.96 -3.79
O -1.26 -0.10 -3.35
C 0.09 1.86 -3.04
C 0.68 2.54 -0.66
C 1.82 3.49 -0.86
N 0.62 1.74 0.33
N 1.59 1.83 1.33
C 2.14 0.67 1.52
O 1.97 -0.40 0.83
C 3.08 0.58 2.70
C 3.46 1.70 3.43
C 4.32 1.58 4.51
C 4.82 0.33 4.88
C 4.45 -0.79 4.15
C 3.59 -0.67 3.06
H -1.83 0.67 -5.68
H -0.31 1.62 -5.74
H -1.78 2.36 -5.11
H 0.30 2.72 -3.67
H 1.57 4.29 -1.55
H 2.67 2.93 -1.24
H 2.10 3.92 0.11
H 3.05 2.66 3.14
H 4.60 2.46 5.07
H 5.48 0.23 5.73
H 4.83 -1.77 4.42
H 3.31 -1.52 2.46
C -3.50 1.46 0.79
C -2.59 0.38 0.31
N -1.64 0.66 -0.55
N -1.71 1.88 -1.12
C -0.50 2.40 -1.66
S 1.66 0.87 -2.99
S -0.97 4.18 -2.23
C -2.32 4.67 -1.15
C -1.94 5.43 0.09
C -1.14 4.83 1.07
C -0.80 5.52 2.22
C -1.23 6.82 2.42
C -2.03 7.43 1.46
C -2.37 6.74 0.31
C -2.81 -1.01 0.78
C -3.73 -1.28 1.80
C -4.05 -2.56 2.24
C -3.46 -3.65 1.63
C -2.56 -3.45 0.60
C -2.20 -2.16 0.15
O -1.35 -2.03 -0.82
H -2.97 2.41 0.71
H -3.78 1.31 1.84
H -4.43 1.56 0.22
H -2.77 3.70 -0.89
H -3.03 5.25 -1.75
H -0.81 3.81 0.92
H -0.18 5.02 2.96
H -0.96 7.36 3.32
H -2.38 8.45 1.60
H -3.00 7.21 -0.45
H -4.23 -0.45 2.27
H -4.76 -2.69 3.05
H -3.69 -4.66 1.95
H -2.09 -4.28 0.09
S 1.66 -8.64 -1.62
N 1.44 -7.75 -0.30
C 1.34 -6.49 -0.68
C 1.12 -5.34 0.18
C 0.91 -5.45 1.55
C 0.67 -4.31 2.27
C 0.68 -3.08 1.61
N 0.89 -2.97 0.31
C 1.09 -4.07 -0.41
C 1.23 -3.90 -1.88
N 1.18 -2.65 -2.37
C 1.22 -2.48 -3.68
C 1.34 -3.54 -4.58
C 1.44 -4.82 -4.09
C 1.38 -5.01 -2.71
C 1.46 -6.33 -2.10
N 1.65 -7.47 -2.74
H 0.93 -6.43 2.02
H 0.48 -4.34 3.34
H 0.51 -2.15 2.14
H 1.17 -1.44 -3.99
H 1.36 -3.33 -5.64
H 1.55 -5.68 -4.75
```

Net charge: -2
Max |F|, eV/Å: 1.7
Orbital gap, eV: 3.7
E_LUMO, eV: 3.23
ΔE to the lowest compared entry with this formula, charge and spin, kcal per mole: 50.1


[3]
This record from OMol25 describes C40H32Cl2MnN7O3P as an isolated structure. The level of theory is the ωB97M-V functional and the def2-TZVPD basis.

Geometry as XYZ:
```
86
Properties=species:S:1:pos:R:3
Mn -1.14 -0.54 0.24
Cl -3.16 1.32 6.61
C -2.59 0.35 5.29
C -2.04 0.99 4.18
C -1.57 0.26 3.09
N -0.95 0.95 2.03
C -1.68 1.96 1.53
O -1.28 3.09 1.21
C -3.12 1.61 1.19
C -4.21 2.42 1.45
C -5.46 1.99 1.06
C -5.58 0.77 0.40
C -4.44 0.04 0.16
N -3.23 0.44 0.55
C -1.66 -1.15 3.11
C -2.19 -1.77 4.24
C -2.65 -1.03 5.32
Cl -3.32 -1.87 6.68
N -1.28 -1.80 1.94
C -0.99 -3.10 1.91
O -0.95 -3.92 2.84
C -0.64 -3.60 0.52
C -0.27 -4.92 0.35
C 0.02 -5.37 -0.93
C -0.07 -4.48 -1.99
C -0.44 -3.18 -1.73
N -0.71 -2.74 -0.50
H -1.94 2.06 4.19
H -4.06 3.37 1.95
H -6.34 2.58 1.27
H -6.55 0.40 0.08
H -4.47 -0.91 -0.37
H -2.24 -2.85 4.27
H -0.23 -5.56 1.22
H 0.31 -6.40 -1.10
H 0.15 -4.79 -3.01
H -0.52 -2.45 -2.52
C 2.99 4.25 -0.22
C 3.31 3.43 -1.30
C 2.89 2.11 -1.33
C 2.13 1.59 -0.28
C 1.81 2.42 0.79
C 2.24 3.73 0.83
P 1.53 -0.13 -0.15
C 2.67 -0.80 1.10
C 2.14 -1.44 2.22
C 2.99 -1.97 3.19
C 4.36 -1.84 3.05
C 4.89 -1.18 1.94
C 4.05 -0.66 0.98
C 2.08 -0.93 -1.69
C 1.65 -0.42 -2.92
C 1.90 -1.09 -4.10
C 2.59 -2.30 -4.08
C 3.01 -2.82 -2.87
C 2.77 -2.14 -1.69
H 3.33 5.27 -0.20
H 3.91 3.82 -2.12
H 3.18 1.48 -2.17
H 1.19 2.03 1.60
H 1.97 4.36 1.67
H 1.07 -1.52 2.33
H 2.57 -2.47 4.05
H 5.02 -2.24 3.81
H 5.97 -1.07 1.84
H 4.47 -0.14 0.12
H 1.12 0.53 -2.94
H 1.57 -0.67 -5.05
H 2.78 -2.83 -5.01
H 3.55 -3.76 -2.85
H 3.10 -2.57 -0.75
C -0.82 3.71 -4.23
N -0.84 2.55 -3.36
C -1.45 1.28 -3.71
C -1.51 0.62 -2.34
O -1.83 -0.54 -2.11
N -1.11 1.48 -1.39
C -0.79 2.62 -2.01
N -0.47 3.71 -1.34
H -0.81 3.36 -5.26
H 0.09 4.29 -4.07
H -1.69 4.35 -4.09
H -0.85 0.70 -4.41
H -2.46 1.41 -4.13
H -0.57 3.66 -0.32
H -0.18 4.55 -1.79
```

Max |F|, eV/Å: 0.1
Orbital gap (alpha / beta), eV: 6.9 / 6.9
2S+1: 6
E_LUMO (alpha / beta), eV: 0.05 / 0.05
ΔE to the lowest compared entry with this formula, charge and spin, kcal per mole: 0.0


[4]
This record from OMol25 describes C40H32ILiN4PS3Te as an isolated structure at a distorted geometry. The level of theory is the ωB97M-V functional and the def2-TZVPD basis.

Geometry as XYZ:
```
83
Properties=species:S:1:pos:R:3
Li -1.72 1.91 -0.18
I -1.35 1.55 3.45
C -0.07 0.43 4.74
C 0.19 1.00 5.97
C 1.00 0.32 6.91
C 1.35 -0.94 6.63
C 1.09 -1.57 5.40
C 1.45 -2.88 5.26
C 1.23 -3.58 4.03
C 0.69 -2.80 2.94
C 0.33 -1.47 3.10
P 0.18 -0.60 1.42
C -0.86 -1.69 0.45
C -0.44 -2.56 -0.53
C -1.37 -3.25 -1.28
C -2.71 -3.11 -1.01
C -3.16 -2.23 -0.01
C -2.24 -1.51 0.68
C 1.92 -0.74 0.88
C 2.94 -0.53 1.86
C 4.21 -0.13 1.43
C 4.53 -0.08 0.05
C 3.54 -0.31 -0.87
C 2.23 -0.61 -0.41
C 0.44 -0.86 4.37
H -0.32 1.93 6.17
H 1.25 0.72 7.87
H 2.00 -1.48 7.34
H 1.83 -3.44 6.08
H 1.41 -4.67 4.05
H 0.53 -3.28 2.01
H 0.62 -2.69 -0.70
H -1.10 -3.96 -2.02
H -3.36 -3.76 -1.52
H -4.23 -2.25 0.35
H -2.56 -0.71 1.33
H 2.71 -0.63 2.94
H 4.92 0.19 2.14
H 5.52 0.12 -0.28
H 3.75 -0.31 -1.93
H 1.47 -0.69 -1.23
N 1.39 3.22 1.40
C 1.23 3.16 0.04
N 0.20 2.63 -0.55
C 0.34 2.88 -1.91
C 1.38 3.68 -2.31
S 2.38 4.10 -0.92
C -0.62 2.22 -2.83
C -0.56 2.21 -4.18
S -1.92 1.34 -4.74
C -2.46 1.06 -3.14
N -1.62 1.56 -2.25
N -3.58 0.34 -2.83
H 0.58 2.86 1.87
H 2.32 2.95 1.79
H 1.65 4.09 -3.32
H 0.20 2.46 -4.89
H -3.89 -0.35 -3.49
H -3.46 -0.12 -1.94
S -3.70 2.38 1.11
C -3.57 3.96 0.30
C -2.34 4.66 0.37
C -2.28 5.88 -0.23
C -3.34 6.44 -0.86
C -4.51 5.73 -0.96
C -4.70 4.48 -0.34
H -1.57 4.26 0.90
H -1.42 6.55 -0.17
H -3.24 7.39 -1.32
H -5.31 6.06 -1.62
H -5.60 3.88 -0.47
Te 1.60 -0.81 -4.44
C 1.68 -2.93 -4.41
C 2.63 -3.57 -3.60
C 2.64 -4.93 -3.42
C 1.72 -5.74 -4.05
C 0.77 -5.13 -4.85
C 0.73 -3.73 -4.98
H 3.37 -2.93 -3.07
H 3.46 -5.32 -2.78
H 1.71 -6.77 -3.84
H -0.04 -5.70 -5.29
H -0.06 -3.26 -5.65
```

Net charge: -1
Max |F|, eV/Å: 4.5
Orbital gap, eV: 5.2
E_LUMO, eV: 1.87
ΔE to the lowest compared entry with this formula, charge and spin, kcal per mole: 31.3


[5]
This record from OMol25 describes C40H32O3PdTe as an isolated structure at a distorted geometry. The level of theory is the ωB97M-V functional and the def2-TZVPD basis.

Geometry as XYZ:
```
77
Properties=species:S:1:pos:R:3
Pd 0.36 0.06 -0.50
O 0.87 0.29 1.64
C 2.17 -0.20 2.07
C 2.96 -0.65 0.81
O 4.16 -0.81 0.93
O 2.27 -0.84 -0.26
C 2.89 0.97 2.72
C 2.84 2.22 2.11
C 3.50 3.31 2.64
C 4.26 3.16 3.80
C 4.33 1.92 4.42
C 3.65 0.84 3.88
C 1.97 -1.40 3.00
C 0.74 -1.61 3.62
C 0.55 -2.68 4.47
C 1.58 -3.57 4.72
C 2.81 -3.37 4.10
C 3.00 -2.30 3.24
H 0.55 0.93 2.28
H 2.28 2.34 1.19
H 3.44 4.27 2.15
H 4.79 4.01 4.21
H 4.91 1.79 5.32
H 3.71 -0.12 4.38
H -0.09 -0.94 3.42
H -0.42 -2.82 4.95
H 1.43 -4.41 5.39
H 3.62 -4.06 4.27
H 3.95 -2.16 2.75
Te -0.24 -2.91 -0.29
C -1.23 -4.45 -1.33
C -0.50 -5.29 -2.17
C -1.14 -6.32 -2.84
C -2.51 -6.52 -2.68
C -3.23 -5.69 -1.85
C -2.60 -4.66 -1.17
C -0.33 -1.62 -2.01
C -1.59 -1.22 -2.47
C -1.73 -0.52 -3.65
C -0.60 -0.20 -4.40
C 0.66 -0.58 -3.96
C 0.81 -1.28 -2.77
H 0.56 -5.14 -2.29
H -0.57 -6.97 -3.50
H -3.00 -7.33 -3.20
H -4.30 -5.84 -1.72
H -3.17 -4.01 -0.52
H -2.47 -1.48 -1.89
H -2.71 -0.21 -3.99
H -0.70 0.34 -5.34
H 1.54 -0.35 -4.55
H 1.79 -1.60 -2.44
C -5.39 3.95 -1.89
C -4.06 4.23 -2.17
C -3.06 3.37 -1.76
C -3.37 2.20 -1.06
C -4.71 1.92 -0.79
C -5.72 2.79 -1.20
C -2.35 1.23 -0.63
C -1.03 1.41 -0.56
C -0.16 2.57 -0.70
C 0.86 2.57 -1.66
C 1.82 3.58 -1.67
C 1.74 4.61 -0.75
C 0.71 4.64 0.19
C -0.23 3.63 0.22
H -6.17 4.63 -2.21
H -3.81 5.13 -2.72
H -2.03 3.59 -2.01
H -4.97 1.01 -0.26
H -6.75 2.55 -0.98
H -2.73 0.25 -0.34
H 0.87 1.80 -2.43
H 2.60 3.57 -2.42
H 2.49 5.39 -0.76
H 0.65 5.46 0.89
H -1.02 3.63 0.96
```

Max |F|, eV/Å: 1.1
Orbital gap, eV: 7.1
E_LUMO, eV: -0.82
ΔE to the lowest compared entry with this formula, charge and spin, kcal per mole: 4.8


Q: What is the formula in the first record?
A: C40H32BrN6O6W


Q: Among the records above, which one has the highest max |F|?
A: C40H32ILiN4PS3Te


Q: Among the records above, which one has the highest max |F|?
A: C40H32ILiN4PS3Te


Q: Which value of max |F| does entry 2 give?
A: 1.7 eV/Å